Density functional theory data (ωB97M-V/def2-TZVPD) for a molecular structure, CF3LiO4PTl at a distorted geometry.

Output
E_LUMO	-1.2	eV
orbital gap	7.800	eV
net charge	0

Cartesian coordinates (Å):
P 1.054 0.228 0.181
F 1.872 1.598 -0.160
F 2.052 -0.038 1.389
F 0.157 -1.344 0.903
O 1.079 -0.446 -1.160
Li -3.690 0.603 -0.272
Tl -0.654 -1.794 -1.146
O -0.228 1.102 0.701
O -2.379 1.586 0.881
O -1.785 0.038 -0.569
C -1.525 0.898 0.315

---

Density functional theory data (ωB97M-V/def2-TZVPD) for CF3NO in the gas phase at a distorted geometry.

Output
structure (SMILES)	O=C(F)N(F)F
E_LUMO	0.6	eV
orbital gap	11.542	eV
net charge	0

Cartesian coordinates (Å):
O -1.455 1.195 0.005
C -0.816 0.237 0.023
F -1.241 -0.981 -0.176
N 0.831 -0.050 0.423
F 1.678 0.831 -0.153
F 1.003 -1.232 -0.121

---

Density functional theory data (ωB97M-V/def2-TZVPD) for 2 unconnected molecules or ions with the total composition CF3NOS at a distorted geometry.

Output
E_LUMO	0.2	eV
orbital gap	12.084	eV
net charge	0

Cartesian coordinates (Å):
C 2.284 0.385 -0.608
N 1.613 -0.480 -0.279
O -1.141 0.795 0.006
F 3.108 1.251 -0.993
F -2.446 -1.255 -0.515
F -2.093 -0.217 1.931
S -1.325 -0.479 0.457

---

Density functional theory data (ωB97M-V/def2-TZVPD) for 2 unconnected molecules or ions with the total composition CF3NOS at a distorted geometry.

Output
2S+1	3
E_LUMO (alpha / beta)	-1.1 / -3.2	eV
orbital gap (alpha / beta)	8.427 / 8.308	eV
net charge	0

Cartesian coordinates (Å):
C -1.243 -0.010 -0.112
N 1.171 0.286 -0.998
O 3.160 0.075 0.416
F -1.152 -0.038 1.199
F -2.079 0.845 -0.460
F -1.580 -1.196 -0.442
S 1.723 0.037 0.398

---

Density functional theory data (ωB97M-V/def2-TZVPD) for a gas-phase ion, CF3O2S (charge -1) at a distorted geometry.

Output
2S+1	3
E_LUMO (alpha / beta)	4.2 / 2.7	eV
orbital gap (alpha / beta)	7.085 / 7.010	eV
net charge	-1

Cartesian coordinates (Å):
C -0.627 -0.741 1.033
O 1.022 2.257 -0.035
O -1.247 0.708 -1.058
F -0.648 -1.699 -0.042
F 0.682 -1.009 1.439
F 0.937 -0.147 -1.132
S -0.120 0.631 -0.205

---

Density functional theory data (ωB97M-V/def2-TZVPD) for a molecular structure, CF3Yb at a distorted geometry.

Output
2S+1	3
E_LUMO (alpha / beta)	-5.9 / -8.2	eV
orbital gap (alpha / beta)	6.583 / 8.024	eV
net charge	+1

Cartesian coordinates (Å):
C -0.590 -0.080 -0.093
F -1.095 0.304 1.037
F -1.617 -0.461 -0.794
Yb 1.887 -0.387 -1.035
F 1.415 0.624 0.884

---

Density functional theory data (ωB97M-V/def2-TZVPD) for a molecular structure, CFMnO4S at a distorted geometry.

Output
2S+1	6
E_LUMO (alpha / beta)	3.6 / 3.5	eV
orbital gap (alpha / beta)	5.738 / 4.645	eV
net charge	-1

Cartesian coordinates (Å):
S 1.782 -0.081 -0.180
F 1.919 -0.082 1.515
O 1.643 -1.513 -0.496
O 0.375 0.574 -0.320
C -1.434 -0.102 0.539
O -2.069 0.437 -0.325
O -1.343 -0.948 1.355
Mn -0.874 1.714 -2.088

---

Density functional theory data (ωB97M-V/def2-TZVPD) for a gas-phase ion, CFN2OS (charge -1) at a distorted geometry.

Output
2S+1	3
E_LUMO (alpha / beta)	3.7 / 2.4	eV
orbital gap (alpha / beta)	6.455 / 6.660	eV
net charge	-1

Cartesian coordinates (Å):
C 1.258 0.000 -0.014
N 2.394 -0.228 0.011
N 0.063 0.361 -0.323
O -0.619 1.511 0.734
F -1.615 -1.607 -0.664
S -1.480 -0.037 0.256

---

Density functional theory data (ωB97M-V/def2-TZVPD) for 2 unconnected molecules or ions with the total composition CFNOS at a distorted geometry.

Output
E_LUMO (alpha / beta)	-4.3 / -4.3	eV
orbital gap (alpha / beta)	6.176 / 6.208	eV
net charge	0

Cartesian coordinates (Å):
C -0.892 -0.132 -0.190
N -1.678 -0.562 0.561
O 0.018 0.425 -0.740
F 2.868 0.714 0.132
S 2.043 -0.664 0.110

---

Density functional theory data (ωB97M-V/def2-TZVPD) for a molecular structure, CH10IN2Ti at a distorted geometry.

Output
2S+1	3
E_LUMO (alpha / beta)	3.0 / 3.0	eV
orbital gap (alpha / beta)	3.981 / 3.114	eV
net charge	-1

Cartesian coordinates (Å):
C 2.591 1.479 0.158
Ti -1.997 -0.065 -0.065
N -2.055 -2.178 -0.338
N -0.750 0.319 -1.791
H -2.969 -2.649 -0.208
H 2.972 0.488 0.293
H 2.878 2.129 0.984
H 1.487 1.410 0.111
H 2.926 1.889 -0.782
H -1.072 0.341 -2.757
H -0.018 -0.402 -1.787
H -0.272 1.177 -1.609
H -1.639 -2.436 -1.255
H -1.406 -2.424 0.421
I -0.831 0.629 2.029